Formula: C4H11NO
Source: the OMol25 dataset
Level of theory: the ωB97M-V functional and the def2-TZVPD basis

The geometry in XYZ format:
```
17
Properties=species:S:1:pos:R:3:forces:R:3
C -1.0274 -2.5335 -0.1652 -0.7 0.5 -0.2
C -2.1243 -1.9405 -0.6371 -0.2 0.3 -0.6
N -0.6961 -3.8463 -0.4170 0.4 -0.7 0.1
H -0.4468 -1.9344 0.5204 0.6 -0.3 0.0
H -2.2502 -0.8699 -0.5477 -0.1 -0.1 0.5
H -2.8594 -2.4277 -1.2742 0.3 -0.1 0.0
H -1.1220 -4.2443 -1.2386 -0.1 0.1 0.1
H 0.2578 -4.1649 -0.3331 -0.1 0.4 0.2
H 2.1541 1.8475 -0.8832 0.0 0.1 0.1
C 0.6735 2.2971 0.3547 1.4 0.2 0.9
O 1.9337 1.6803 0.0394 -0.1 0.1 -0.6
C 0.8627 3.7305 0.8329 -1.1 0.0 -0.2
H -0.0366 2.2743 -0.4707 -0.1 -0.4 0.1
H 0.4142 1.7092 1.2363 -0.9 0.0 -0.3
H -0.1309 4.1673 0.9548 -0.1 0.0 0.2
H 1.3319 3.7577 1.8066 0.5 0.1 0.0
H 1.3328 4.3715 0.0986 0.5 0.0 -0.1
```
Forces are in eV/Å.

Summary:
**Structure (SMILES)**: C=CN.CCO
**Total energy**: -288.94922 Ha
**Largest force on an atom**: 0.033 Eh/bohr
**Lowest unoccupied orbital energy**: 0.9 eV
**Frontier orbital gap**: 9.0813 eV
**HOMO level**: -8.15 eV
**Charge**: 0